This record from OMol25 describes a molecular structure, C16H21MoN3O2S at a distorted geometry. The level of theory is ωB97M-V/def2-TZVPD.

XYZ file:
```
44
C16H21MoN3O2S, DFT ωB97M-V/def2-TZVPD
N -0.82 -2.82 -3.18
C -1.85 -3.31 -2.96
C -3.12 -3.97 -2.72
H -3.21 -4.86 -3.36
H -3.94 -3.28 -2.95
H -3.19 -4.27 -1.67
N -1.61 2.76 0.84
C -2.11 3.33 1.71
C -2.75 4.09 2.76
H -3.70 4.49 2.40
H -2.10 4.92 3.06
H -2.93 3.44 3.63
N 3.86 -0.35 -2.04
C 4.68 -0.01 -1.30
C 5.73 0.40 -0.39
H 5.36 0.39 0.64
H 6.07 1.41 -0.64
H 6.59 -0.29 -0.47
Mo -0.60 1.59 -0.81
C 0.84 1.14 1.10
O 1.39 0.93 2.08
C -1.78 -0.17 0.39
O -2.31 -0.92 1.08
C -1.62 1.41 -2.67
C -0.44 0.66 -2.70
C 0.79 1.27 -2.37
C 0.82 2.63 -2.00
C -0.37 3.38 -1.95
C -1.59 2.77 -2.28
H -2.57 0.93 -2.89
H -0.46 -0.40 -2.94
H 1.71 0.68 -2.36
H 1.76 3.08 -1.71
H -0.34 4.41 -1.62
H -2.52 3.33 -2.22
C 1.80 -4.02 0.67
S 0.95 -2.68 -0.18
C 1.86 -2.75 -1.71
H 1.30 -4.96 0.42
H 2.85 -4.04 0.39
H 1.70 -3.82 1.74
H 2.57 -3.59 -1.68
H 1.13 -2.87 -2.53
H 2.42 -1.80 -1.84
```

Computed properties:
- expectation value of S² = 2.0125
- multiplicity = 3
- frontier orbital gap (alpha / beta) (eV) = 4.335 / 4.588
- E (eV) = -38139.704
- HOMO (alpha / beta) (eV) = -22.0 / -22.1
- lowest unoccupied orbital energy (alpha / beta) (Eh) = -0.6508 / -0.6428
- charge = +4

---

This record from OMol25 describes a single C16H21N3O3 molecule at a distorted geometry. The level of theory is ωB97M-V/def2-TZVPD.

XYZ file:
```
43
C16H21N3O3, DFT ωB97M-V/def2-TZVPD
C -3.65 1.60 -3.78
C -2.93 0.97 -2.58
C -3.82 0.01 -1.82
C -2.30 2.06 -1.67
N -1.37 1.47 -0.71
C -0.11 1.17 -1.05
O 0.33 1.31 -2.18
C 0.77 0.65 0.10
N -0.06 0.17 1.20
C 1.81 -0.35 -0.43
C 2.85 -0.70 0.58
C 4.08 -0.11 0.74
N 4.74 -0.63 1.83
C 3.97 -1.64 2.38
C 4.22 -2.48 3.46
C 3.24 -3.39 3.79
C 2.05 -3.50 3.07
C 1.80 -2.65 1.99
C 2.76 -1.70 1.63
C -3.36 2.87 -0.98
O -4.01 3.74 -1.52
O -3.54 2.52 0.31
H -2.98 2.26 -4.33
H -3.99 0.78 -4.46
H -4.54 2.19 -3.48
H -2.04 0.42 -2.94
H -4.14 -0.86 -2.47
H -4.76 0.52 -1.44
H -3.29 -0.40 -0.94
H -1.69 2.74 -2.31
H -1.62 1.36 0.26
H 1.32 1.52 0.47
H 0.54 0.05 2.03
H -0.46 -0.75 0.97
H 1.31 -1.25 -0.76
H 2.26 0.10 -1.33
H 4.51 0.69 0.17
H 5.67 -0.40 2.12
H 5.13 -2.42 4.02
H 3.39 -4.07 4.65
H 1.29 -4.28 3.34
H 0.86 -2.73 1.43
H -4.26 3.13 0.63
```

Computed properties:
- frontier orbital gap (eV) = 8.685
- E (eV) = -27547.340
- HOMO (eV) = -8.0
- lowest unoccupied orbital energy (Eh) = 0.0239
- charge = 0

---

This record from OMol25 describes a single C16H21N3O4S molecule at a distorted geometry. The level of theory is ωB97M-V/def2-TZVPD.

XYZ file:
```
45
C16H21N3O4S, DFT ωB97M-V/def2-TZVPD
C -0.77 2.29 1.53
C -0.01 1.57 2.63
N -0.49 0.22 2.84
C -1.83 0.02 3.34
C -2.07 0.60 4.73
S 0.68 -0.78 3.48
O 0.06 -2.02 3.87
O 1.50 -0.11 4.46
C 1.71 -1.11 2.05
C 2.99 -1.60 2.24
C 3.77 -1.90 1.13
C 3.28 -1.71 -0.15
C 2.00 -1.21 -0.32
N 1.51 -0.97 -1.60
N 0.39 -0.36 -1.76
C -0.16 -0.08 -2.91
C 0.45 -0.44 -4.19
O 1.54 -1.00 -4.26
C -0.33 -0.09 -5.44
C -1.83 -0.07 -5.18
C -2.15 0.95 -4.09
C -1.44 0.65 -2.79
O -1.88 1.00 -1.72
C 1.20 -0.93 0.78
H -1.78 2.53 1.85
H -0.83 1.68 0.63
H -0.26 3.22 1.28
H 1.04 1.48 2.36
H -0.05 2.15 3.56
H -1.97 -1.06 3.36
H -2.53 0.45 2.61
H -1.31 0.22 5.41
H -3.05 0.30 5.09
H -2.02 1.68 4.72
H 3.35 -1.72 3.24
H 4.77 -2.29 1.27
H 3.90 -1.93 -1.01
H 2.07 -1.25 -2.42
H -0.06 -0.80 -6.23
H 0.01 0.90 -5.76
H -2.36 0.20 -6.10
H -2.17 -1.06 -4.87
H -3.22 1.00 -3.89
H -1.83 1.95 -4.41
H 0.19 -0.56 0.64
```

Computed properties:
- frontier orbital gap (eV) = 7.933
- E (eV) = -40427.255
- HOMO (eV) = -8.7
- lowest unoccupied orbital energy (Eh) = -0.0292
- charge = 0

---

This record from OMol25 describes a molecular structure, C16H21N3RhS5. The level of theory is ωB97M-V/def2-TZVPD.

XYZ file:
```
46
C16H21N3RhS5, DFT ωB97M-V/def2-TZVPD
Rh -0.46 -0.47 0.40
C 2.09 1.14 -0.69
C 2.73 0.26 0.38
S 1.71 -1.21 0.77
C 1.75 -1.24 2.58
C 1.17 0.00 3.25
S -0.51 0.39 2.63
C -0.40 2.17 2.29
C 0.63 2.57 1.24
S 0.39 1.65 -0.32
H 1.99 0.60 -1.63
H 2.70 2.02 -0.88
H 2.92 0.82 1.29
H 3.69 -0.11 0.02
H 2.77 -1.42 2.92
H 1.16 -2.13 2.80
H 1.80 0.87 3.10
H 1.09 -0.17 4.32
H -0.21 2.70 3.23
H -1.40 2.43 1.97
H 1.64 2.41 1.59
H 0.52 3.63 1.02
S -0.68 -1.01 -1.87
C -2.25 -0.32 -1.56
C -3.34 -0.19 -2.42
C -4.51 0.31 -1.90
C -4.60 0.65 -0.54
C -3.48 0.49 0.24
N -2.33 0.04 -0.28
H -3.25 -0.49 -3.45
H -5.38 0.42 -2.53
H -5.51 1.01 -0.11
H -3.48 0.72 1.30
C 2.72 -5.45 0.92
C 1.36 -5.12 0.38
C 0.76 -5.86 -0.63
C -0.50 -5.45 -1.04
N -1.13 -4.41 -0.50
C -0.48 -3.77 0.46
S -1.33 -2.44 1.29
N 0.73 -4.07 0.93
H 3.15 -6.31 0.41
H 2.66 -5.65 1.99
H 3.38 -4.59 0.79
H 1.25 -6.71 -1.07
H -1.03 -5.98 -1.83
```

Computed properties:
- frontier orbital gap (eV) = 7.649
- E (eV) = -78584.752
- HOMO (eV) = -10.7
- lowest unoccupied orbital energy (Eh) = -0.1129
- charge = +1

---

One value per record, in order, for energy above the lowest of the compared OMol25 structures with the same formula, charge and spin: 28.5, 79.6, 305.7, 0.0 kJ/mol.